# 1
{
  "formula": "C9H19N",
  "method": "ωB97M-V/def2-TZVPD",
  "symbols": ["C", "C", "C", "C", "C", "C", "C", "C", "C", "N", "H", "H", "H", "H", "H", "H", "H", "H", "H", "H", "H", "H", "H", "H", "H", "H", "H", "H", "H"],
  "xyz": [[1.9398, 0.4702, 0.0966], [0.5911, 0.3925, -0.4771], [0.5122, -1.1043, -0.5693], [-1.9112, -0.3132, -0.4339], [-0.4667, 0.9138, 0.4014], [3.0504, 1.0756, -0.7141], [2.3158, 0.0973, 1.4984], [-2.7850, -0.5721, 0.7800], [-2.5217, 0.6560, -1.4352], [0.4801, -2.0245, 0.4580], [0.5301, 0.8167, -1.4780], [0.7201, -1.5707, -1.5305], [-1.7961, -1.2684, -0.9554], [0.0540, -2.9131, 0.2403], [0.2041, -1.6794, 1.3674], [-0.4530, 0.6054, 1.4420], [-0.7504, 1.9535, 0.2683], [3.4604, 1.9658, -0.2264], [2.9678, 0.8526, 1.9426], [3.8865, 0.3735, -0.8441], [2.7224, 1.3794, -1.7093], [1.4702, -0.0319, 2.1748], [2.8596, -0.8600, 1.5112], [-3.0490, 0.3594, 1.2844], [-2.2725, -1.2156, 1.5022], [-3.7193, -1.0776, 0.5077], [-2.7961, 1.5992, -0.9600], [-3.4218, 0.2359, -1.9000], [-1.8218, 0.8841, -2.2419]],
  "mulliken_charge": [0.499, 0.926, -0.821, 0.641, -1.266, -1.407, -1.650, -1.414, -1.501, -0.320, 0.357, 0.377, 0.334, 0.271, 0.176, 0.269, 0.397, 0.314, 0.460, 0.314, 0.378, 0.306, 0.302, 0.290, 0.316, 0.403, 0.306, 0.430, 0.314],
  "lumo_energy_ev": [0.9, 0.9],
  "relative_energy_kj_mol": 465.9,
  "homo_energy_ha": [-0.2271, -0.2167],
  "total_charge": 0,
  "homo_lumo_gap_ev": [7.1, 6.8]
}

=====

# 2
{
  "formula": "C9H19N2",
  "method": "ωB97M-V/def2-TZVPD",
  "symbols": ["C", "C", "C", "C", "N", "C", "C", "C", "N", "C", "C", "H", "H", "H", "H", "H", "H", "H", "H", "H", "H", "H", "H", "H", "H", "H", "H", "H", "H", "H"],
  "xyz": [[1.0885, 2.5462, 0.0397], [1.2626, 1.2692, -0.9343], [1.3958, -0.0147, -0.1905], [2.4848, -0.1253, 0.8324], [0.7890, -1.0993, -0.5249], [1.1316, -2.4546, -0.1474], [-0.4076, -1.0791, -1.2802], [-1.6144, -0.5314, -1.0090], [-2.2499, -0.1581, 0.0713], [-3.4694, 0.6292, 0.1943], [-1.5077, -0.2557, 1.3303], [1.4944, 3.2896, -0.7452], [1.6201, 2.4561, 0.9849], [-0.0069, 2.8028, 0.1863], [2.1782, 1.4797, -1.4980], [0.2969, 1.2549, -1.6001], [2.1954, -0.7041, 1.6485], [2.7094, 0.7863, 1.2830], [3.3476, -0.5366, 0.3170], [0.2246, -3.0313, 0.2188], [1.3631, -3.1893, -1.0722], [1.9827, -2.5685, 0.5615], [-0.3580, -1.7253, -2.1203], [-2.3388, -0.7922, -1.8048], [-3.3136, 1.4282, 0.8744], [-3.7599, 0.8919, -0.7621], [-4.3064, 0.0885, 0.6628], [-1.4003, 0.6893, 1.8038], [-2.0962, -0.8078, 2.0634], [-0.5847, -0.7859, 1.1511]],
  "mulliken_charge": [-0.921, -0.351, 0.939, -1.759, 0.110, -0.885, -1.041, -0.005, 0.050, -1.015, -0.935, 0.328, 0.336, 0.240, 0.443, 0.267, 0.482, 0.432, 0.372, 0.350, 0.290, 0.354, 0.479, 0.449, 0.312, 0.449, 0.313, 0.386, 0.376, 0.158],
  "lumo_energy_ev": -3.7,
  "relative_energy_kj_mol": 328.4,
  "homo_energy_ha": -0.4309,
  "total_charge": 1,
  "smiles": "CC/C(C)=[N+](C)\\C=C/N(C)C",
  "homo_lumo_gap_ev": 8.0
}

=====

# 3
{
  "formula": "C9H19N2S",
  "method": "ωB97M-V/def2-TZVPD",
  "symbols": ["C", "C", "C", "C", "C", "C", "C", "C", "C", "N", "N", "S", "H", "H", "H", "H", "H", "H", "H", "H", "H", "H", "H", "H", "H", "H", "H", "H", "H", "H", "H"],
  "xyz": [[0.2548, -0.9540, 0.1177], [2.6300, 1.7085, 0.3808], [3.4788, 0.6278, -0.3736], [1.2007, 1.1846, 0.5411], [2.5217, -0.5170, -0.7381], [-2.3155, -1.4719, -0.1261], [-1.7344, -0.4591, 2.0881], [-2.7641, 1.5387, -1.6167], [-1.5434, -0.3420, 0.5888], [1.1844, -0.1137, -0.0855], [0.2305, -2.1655, -0.4336], [-1.8237, 1.3460, 0.0001], [3.1337, 1.8941, 1.3542], [2.7477, 2.6435, -0.2564], [3.8081, 1.2220, -1.2685], [4.2996, 0.2449, 0.1777], [0.7947, 1.0721, 1.5910], [0.3773, 1.8894, -0.0301], [2.4249, -0.5736, -1.8213], [2.6940, -1.4675, -0.3190], [-3.3745, -1.3303, 0.2631], [-2.3674, -1.4806, -1.2201], [-2.1357, -2.4318, 0.3976], [-0.8609, -0.1806, 2.7285], [-2.3956, 0.4682, 2.2847], [-2.2350, -1.4292, 2.5236], [-3.6471, 2.1277, -1.3945], [-3.0898, 0.4631, -1.6959], [-2.0231, 1.9062, -2.2217], [-0.5147, -2.8524, -0.5029], [1.0440, -2.5679, -0.9329]],
  "mulliken_charge": [0.523, -0.567, -0.589, -0.290, -0.737, -2.496, -1.289, -0.750, 1.419, 0.049, -0.357, -0.021, 0.245, 0.332, 0.243, 0.361, 0.195, 0.053, 0.286, 0.544, 0.445, 0.529, 0.643, 0.279, 0.398, 0.330, 0.333, 0.207, 0.346, 0.139, 0.197],
  "lumo_energy_ev": -2.9,
  "relative_energy_kj_mol": 201.3,
  "homo_energy_ha": -0.4495,
  "total_charge": 1,
  "homo_lumo_gap_ev": 9.3
}